No. 1
{
  "formula": "C53H47BrLaN6O2S4",
  "method": "the ωB97M-V functional and the def2-TZVPD basis",
  "symbols": ["La", "S", "C", "C", "C", "C", "C", "C", "S", "C", "C", "C", "C", "C", "C", "C", "S", "C", "C", "C", "C", "C", "C", "S", "N", "H", "H", "H", "H", "H", "H", "H", "H", "H", "H", "H", "H", "H", "H", "H", "C", "C", "N", "C", "C", "N", "C", "C", "H", "H", "H", "H", "H", "H", "H", "H", "H", "H", "H", "H", "Br", "C", "C", "C", "C", "C", "C", "C", "O", "O", "H", "H", "H", "H", "C", "C", "C", "C", "C", "C", "C", "C", "C", "C", "H", "H", "H", "H", "H", "H", "H", "C", "C", "N", "C", "C", "C", "C", "C", "C", "C", "C", "N", "C", "N", "H", "H", "H", "H", "H", "H", "H", "H", "H"],
  "xyz": [[0.74175, 0.49900, -0.21479], [2.59482, 2.72065, -0.75683], [3.55314, 3.20774, 0.61801], [4.65959, 4.04744, 0.37859], [5.46807, 4.51177, 1.39553], [5.22004, 4.15225, 2.71791], [4.14772, 3.32321, 2.98450], [3.32546, 2.85233, 1.95811], [1.95704, 1.82798, 2.44807], [0.69198, 3.14355, 2.59827], [-0.73103, 2.73709, 2.35347], [-1.69312, 2.92359, 3.33083], [-3.03037, 2.78946, 2.98515], [-3.35026, 2.54443, 1.66640], [-2.32193, 2.36107, 0.74125], [-2.68501, 2.15681, -0.70998], [-1.36300, 2.42240, -1.92245], [-1.65611, 4.09947, -2.43998], [-2.22278, 4.18502, -3.72114], [-2.44852, 5.39723, -4.34046], [-2.07734, 6.55815, -3.65677], [-1.53147, 6.48680, -2.39527], [-1.31412, 5.26249, -1.70265], [-0.75291, 5.30248, -0.07545], [-1.04070, 2.38277, 1.10008], [4.85507, 4.32896, -0.64821], [6.30072, 5.16362, 1.15787], [5.84617, 4.51683, 3.52185], [3.92762, 3.02157, 4.00194], [0.94235, 3.88093, 1.82985], [0.79151, 3.58934, 3.58577], [-1.39494, 3.19703, 4.33456], [-3.80858, 2.92823, 3.72627], [-4.37967, 2.49293, 1.33507], [-3.51054, 2.81377, -0.97933], [-3.00705, 1.12619, -0.85286], [-2.47677, 3.26209, -4.23074], [-2.89033, 5.44221, -5.32801], [-2.22576, 7.52813, -4.11975], [-1.25527, 7.39142, -1.86902], [0.98174, 0.82017, -4.03554], [1.33370, 0.32287, -5.46306], [1.84606, -1.04975, -5.42222], [0.84113, -1.90623, -4.78892], [0.55962, -1.43320, -3.33859], [1.34001, -0.21346, -3.04651], [2.77786, -0.52225, -3.18607], [3.06134, -1.08017, -4.60420], [-0.08212, 1.03251, -3.93250], [1.52865, 1.73193, -3.78556], [2.09748, 0.95286, -5.92282], [0.45531, 0.33953, -6.11129], [1.20815, -2.93460, -4.80713], [-0.06646, -1.86591, -5.39558], [0.83995, -2.19170, -2.60380], [-0.49251, -1.19799, -3.19808], [3.05206, -1.23061, -2.40656], [3.32984, 0.40227, -3.00432], [3.40884, -2.11404, -4.55699], [3.83053, -0.49362, -5.11061], [-7.22330, -3.45957, -2.73162], [-5.53914, -2.84021, -2.10659], [-4.91911, -3.51012, -1.06445], [-3.69519, -3.04695, -0.60633], [-3.10331, -1.93248, -1.18656], [-3.73753, -1.28009, -2.23813], [-4.96637, -1.72885, -2.70349], [-1.78688, -1.43974, -0.64719], [-1.24309, -2.05195, 0.27137], [-1.30899, -0.37919, -1.19050], [-5.38797, -4.37725, -0.61920], [-3.18696, -3.53554, 0.21624], [-3.25787, -0.41752, -2.68621], [-5.47122, -1.22288, -3.51495], [6.62987, -1.30314, 0.66328], [5.88578, -0.13492, 0.39179], [4.53692, -0.21374, 0.17879], [3.82656, -1.44360, 0.23201], [2.39301, -1.48853, 0.02908], [1.84111, -2.75507, 0.12625], [2.59178, -3.92951, 0.39020], [3.93858, -3.86550, 0.57907], [4.59431, -2.61122, 0.50756], [5.99381, -2.51062, 0.71418], [7.69915, -1.24027, 0.82824], [6.37941, 0.82932, 0.35305], [3.98561, 0.68952, -0.05318], [0.76868, -2.89009, 0.01750], [2.08102, -4.88589, 0.44872], [4.52140, -4.75607, 0.79200], [6.55242, -3.41887, 0.91801], [0.36023, -2.01209, 4.04565], [0.75313, -1.18131, 3.00627], [-0.11719, -0.45604, 2.30323], [-1.40704, -0.55391, 2.61507], [-1.90372, -1.37214, 3.61525], [-0.98282, -2.10632, 4.35426], [-3.35300, -1.38068, 3.88869], [-4.13693, -2.42349, 4.15438], [-3.79608, -3.85720, 4.05905], [-4.49352, -4.79897, 4.80820], [-4.14120, -6.12535, 4.65051], [-3.19051, -6.52037, 3.80744], [-2.59961, -5.54319, 3.12006], [-2.84913, -4.24330, 3.20053], [1.10482, -2.57024, 4.59623], [1.79521, -1.09877, 2.72520], [-2.09191, 0.04761, 2.02489], [-1.32132, -2.73074, 5.17268], [-3.82179, -0.39968, 3.88969], [-5.16457, -2.22274, 4.44011], [-5.27371, -4.50113, 5.49618], [-4.63745, -6.90599, 5.21749], [-1.83106, -5.84043, 2.41470]],
  "total_charge": -1,
  "gap_ha": 0.1823,
  "de_lowest_kcal_mol": 13.36,
  "total_energy_ev": -183008.6300,
  "homo_ev": -3.7
}

No. 2
{
  "formula": "C17H22BrN4O8",
  "method": "the ωB97M-V functional and the def2-TZVPD basis",
  "symbols": ["C", "C", "N", "C", "C", "C", "O", "N", "O", "C", "N", "Br", "C", "C", "C", "C", "O", "C", "C", "O", "C", "C", "C", "C", "N", "O", "H", "H", "H", "H", "H", "H", "H", "H", "H", "H", "H", "H", "H", "H", "H", "H", "H", "H", "H", "H", "H", "H", "C", "O", "O", "O"],
  "xyz": [[-0.18948, -3.18072, -1.90536], [0.07147, -3.34227, -0.42562], [1.07762, -3.97042, 0.01752], [-0.86533, -2.72952, 0.59791], [-1.65839, -1.55249, 0.12454], [-3.04751, -1.67991, 0.00962], [-3.68579, -2.85761, 0.34079], [-3.87013, -3.72925, -0.82981], [-4.82564, -3.44094, -1.41437], [-3.83542, -0.64961, -0.44993], [-3.25776, 0.54574, -0.79853], [-4.42322, 1.85784, -1.35160], [-1.88784, 0.75528, -0.71111], [-1.33257, 2.08528, -1.15325], [-0.60733, 2.87890, -0.05310], [0.75952, 3.47244, -0.43719], [0.89924, 3.71181, -1.84361], [1.93561, 3.05797, -2.44083], [1.56193, 2.00849, -3.43824], [3.06298, 3.33387, -2.21165], [-1.09579, -0.29326, -0.25310], [0.39892, -0.16067, -0.14805], [0.89803, -0.03049, 1.28796], [2.34923, -0.40760, 1.39488], [2.71142, -0.90668, 2.63676], [3.10184, -0.28811, 0.45013], [0.14988, -4.07181, -2.42031], [0.43218, -2.36620, -2.27122], [-1.22381, -2.94990, -2.13728], [1.63978, -4.33839, -0.74900], [-0.26951, -2.53269, 1.48375], [-1.56071, -3.51205, 0.88406], [-4.89621, -0.76934, -0.54906], [-0.68163, 1.87464, -1.99257], [-2.11786, 2.71831, -1.54197], [-1.23730, 3.69523, 0.28809], [-0.49864, 2.23541, 0.80561], [0.88415, 4.40657, 0.09813], [1.55858, 2.82871, -0.07503], [2.25680, 1.99996, -4.26698], [1.55359, 1.02699, -2.97319], [0.55937, 2.19735, -3.81369], [0.73044, 0.68966, -0.72808], [0.89406, -1.01242, -0.59446], [0.76513, 0.96112, 1.70882], [0.35955, -0.71038, 1.93624], [2.76444, -0.09264, 3.27283], [3.65985, -1.25240, 2.52132], [2.53485, 1.13488, 6.05282], [3.44871, 1.67138, 6.71331], [1.42390, 0.76182, 6.56871], [2.62483, 0.91814, 4.78442]],
  "total_charge": -1,
  "gap_ha": 0.0625,
  "total_energy_ev": -110361.4767,
  "homo_ev": -1.9
}

No. 3
{
  "formula": "C24H24AsRuS6Si",
  "method": "the ωB97M-V functional and the def2-TZVPD basis",
  "symbols": ["Ru", "S", "C", "S", "C", "C", "S", "S", "S", "C", "C", "C", "C", "C", "C", "Si", "C", "C", "C", "C", "C", "C", "C", "C", "C", "C", "C", "C", "H", "H", "H", "H", "H", "H", "H", "H", "H", "H", "H", "H", "H", "H", "H", "C", "As", "C", "C", "S", "H", "H", "H", "H", "H", "H", "H", "H", "H"],
  "xyz": [[-0.45174, 0.18505, 1.05071], [5.25432, -0.47187, 3.30226], [3.77870, -0.68577, 2.68097], [2.36135, -1.01531, 3.65116], [1.22694, -1.20112, 2.34372], [1.74255, -1.03757, 1.05498], [0.72323, -1.03650, -0.34123], [3.43713, -0.66041, 0.96513], [-0.47182, -1.33970, 2.63886], [-3.34400, -3.43701, -2.78452], [-2.73736, -3.61171, -1.54658], [-2.48904, -2.51546, -0.73773], [-2.84925, -1.22504, -1.14239], [-3.46216, -1.07018, -2.38842], [-3.70543, -2.16643, -3.20459], [-2.55770, 0.25333, -0.04480], [-3.15002, 1.80962, -0.88724], [-2.42636, 2.37185, -1.94326], [-2.91087, 3.47880, -2.62689], [-4.12396, 4.04781, -2.25732], [-4.85692, 3.49914, -1.21433], [-4.37498, 2.38444, -0.53963], [-3.28370, 0.08334, 1.67398], [-3.95587, -1.05370, 2.13460], [-4.29037, -1.18037, 3.47331], [-3.94778, -0.18465, 4.38355], [-3.27775, 0.94883, 3.95135], [-2.95009, 1.07856, 2.60742], [-3.53288, -4.29206, -3.42002], [-2.45512, -4.60282, -1.21640], [-2.00122, -2.66887, 0.21890], [-3.76018, -0.08502, -2.72733], [-4.18018, -2.02694, -4.16681], [-1.47755, 1.93541, -2.24044], [-2.35136, 3.89046, -3.45812], [-4.50363, 4.90802, -2.79306], [-5.80835, 3.93162, -0.93338], [-4.96134, 1.95808, 0.26681], [-4.22241, -1.83981, 1.43817], [-4.82331, -2.05854, 3.81386], [-4.21150, -0.29430, 5.42693], [-3.01528, 1.72732, 4.65613], [-2.44792, 1.97822, 2.26534], [-2.08582, 4.49783, 1.21871], [-0.26520, 4.19742, 0.69639], [0.81407, 5.10506, 2.00231], [0.02851, 5.10187, -0.97099], [0.56955, 2.20706, 0.55470], [-2.24396, 5.57593, 1.17738], [-2.23402, 4.15272, 2.23914], [-2.76721, 3.99512, 0.53714], [0.55297, 6.16248, 2.02166], [1.86127, 4.98281, 1.73336], [0.63774, 4.65686, 2.97798], [-0.27084, 6.14460, -0.87281], [-0.55821, 4.61360, -1.74417], [1.08852, 5.03642, -1.20853]],
  "total_charge": 1,
  "gap_ha": [0.2181, 0.2189],
  "de_lowest_kcal_mol": 10.11,
  "total_energy_ev": -161582.1126,
  "homo_ev": [-10.6, -10.5]
}

No. 4
{
  "formula": "C8H20NOS",
  "method": "the ωB97M-V functional and the def2-TZVPD basis",
  "symbols": ["C", "C", "C", "C", "C", "C", "C", "C", "N", "O", "S", "H", "H", "H", "H", "H", "H", "H", "H", "H", "H", "H", "H", "H", "H", "H", "H", "H", "H", "H", "H"],
  "xyz": [[1.40872, -1.28883, -1.27838], [-0.76193, -0.54289, -2.22889], [-2.36926, 1.43363, -0.47005], [1.77624, 0.36264, 1.85858], [-0.30160, 1.64921, 2.03983], [-0.68769, -1.73519, 0.00015], [0.08791, -0.69498, -0.88052], [0.24332, 0.55958, -0.12164], [0.31985, 0.50360, 1.43268], [0.04606, -2.03262, 1.19938], [0.90300, 1.94870, -0.85559], [1.39999, -2.18385, -2.00881], [2.03885, -1.67227, -0.45665], [1.94827, -0.66684, -1.92949], [-0.32174, 0.11803, -2.96766], [-0.88507, -1.55013, -2.70227], [-1.67983, -0.16852, -2.00050], [-2.34784, 2.13415, 0.30551], [-2.30947, 1.85790, -1.43944], [-2.61856, 0.51013, -0.17159], [2.27962, -0.52907, 1.45310], [2.27888, 1.21026, 1.47851], [1.89084, 0.42631, 2.95807], [-1.15678, 1.24160, 2.49836], [0.15022, 2.25493, 2.73592], [-0.65222, 2.31009, 1.20817], [-1.61023, -1.38354, 0.39469], [-0.88293, -2.59536, -0.60473], [-0.05847, -0.43203, 1.69655], [0.87762, -2.43597, 0.95991], [0.99425, 1.39131, -2.10316]],
  "total_charge": 1,
  "gap_ha": [0.3032, 0.3064],
  "de_lowest_kcal_mol": 74.41,
  "total_energy_ev": -22981.6759,
  "homo_ev": [-12.0, -11.5]
}